Version i
A cluster of 2 separate species, C3H4N2S2 in total, computed with ωB97M-V/def2-TZVPD.

Output
Kohn-Sham gap   8.19 eV
M   132.21 g mol⁻¹
Total charge   0
E_HOMO   -9.230 eV
Lowest unoccupied orbital energy   -1.039 eV

Last column: Löwdin charge in e.
Atoms and positions in Å:
C1 -0.827 0.083 -0.070  -0.56
C2 1.453 1.517 0.044  -0.41
C3 1.069 2.186 -1.339  -0.24
H1 0.091 -2.427 0.325  0.03
H2 -1.040 1.142 -0.455  0.10
H3 0.969 1.791 0.989  0.06
H4 2.563 1.460 0.039  0.07
N1 -1.707 -0.648 0.443  -0.57
N2 0.923 2.400 -2.515  0.12
S1 -1.443 -1.986 1.328  0.66
S2 0.988 -0.323 0.034  0.74

Version ii
A structure of composition C3H4N2S2, computed with ωB97M-V/def2-TZVPD.

Output
Kohn-Sham gap   9.47 eV
M   132.21 g mol⁻¹
Total charge   0
E_HOMO   -8.669 eV
Lowest unoccupied orbital energy   0.798 eV

Last column: Löwdin charge in e.
Atoms and positions in Å:
C1 -1.003 0.396 -0.200  -0.15
C2 -2.215 -0.137 -0.092  -0.38
C3 -0.034 -0.649 -0.050  -0.57
N1 -0.511 -1.852 -0.035  -0.32
N2 1.313 -0.365 -0.265  -0.34
S1 -2.120 -1.901 0.054  0.94
S2 2.672 -1.460 0.017  0.76
H1 -0.538 1.431 -0.176  0.14
H2 -3.197 0.472 -0.189  0.10
H3 1.593 0.279 -0.969  0.05
H4 2.558 -2.297 -0.900  -0.23

Which of them is the least stable? Correct choice: version i.

Version i
A cluster of 3 separate species, C3H12N2O2 in total, computed with ωB97M-V/def2-TZVPD.

Output
Kohn-Sham gap   8.36 eV
M   108.14 g mol⁻¹
Total charge   0
SMILES   C/C(N)=C/N.O.O
E_HOMO   -7.928 eV
Lowest unoccupied orbital energy   0.435 eV

Last column: Löwdin charge in e.
Atoms and positions in Å:
C1 0.386 -0.573 2.131  -0.07
C2 -0.506 -0.273 0.947  -0.41
N1 -1.106 1.009 1.007  0.08
C3 -1.018 -1.298 0.247  -0.19
N2 -1.696 -1.054 -0.976  0.02
H1 0.177 -1.599 2.434  0.07
H2 1.449 -0.378 2.002  0.06
H3 0.067 0.006 3.003  0.08
H4 -0.453 1.774 1.102  0.08
H5 -1.635 1.280 0.192  0.07
H6 -0.652 -2.306 0.422  0.10
H7 -1.137 -0.527 -1.617  0.06
H8 -2.478 -1.612 -1.252  0.07
O1 2.602 0.257 -1.537  -0.05
H9 2.300 -0.642 -1.347  0.05
H10 2.725 0.600 -0.643  0.04
O2 0.164 1.960 -2.350  -0.05
H11 -0.287 1.544 -1.612  -0.01
H12 1.098 1.830 -2.153  0.01

Version ii
A cluster of 3 separate species, C3H12N2O2 in total, computed with ωB97M-V/def2-TZVPD.

Output
Kohn-Sham gap   8.46 eV
M   108.14 g mol⁻¹
Total charge   0
SMILES   CC/N=C\N.O.O
E_HOMO   -7.871 eV
Lowest unoccupied orbital energy   0.586 eV

Last column: Löwdin charge in e.
Atoms and positions in Å:
C1 0.914 2.263 -1.256  -0.11
C2 0.261 0.920 -1.657  -0.29
N1 -0.024 -0.155 -0.659  -0.01
C3 -0.607 0.222 0.430  -0.32
N2 -0.195 0.883 1.543  0.11
H1 0.455 3.028 -1.883  0.06
H2 0.810 2.463 -0.187  0.04
H3 1.980 2.363 -1.498  0.06
H4 -0.683 1.273 -2.098  0.09
H5 0.769 0.398 -2.459  0.09
H6 -1.557 -0.287 0.635  0.11
H7 0.714 1.200 1.846  0.09
H8 -0.774 0.840 2.363  0.09
O1 -3.628 -4.777 -0.489  -0.03
H9 -3.548 -4.132 0.192  0.02
H10 -4.427 -4.715 -0.985  0.02
O2 3.306 -0.345 2.349  -0.06
H11 2.413 -0.605 2.113  0.01
H12 3.821 -0.838 1.699  0.04

Which of them is the least stable? Correct choice: version ii.

Version i
A cluster of 3 separate species, C3H12N2O2 in total, computed with ωB97M-V/def2-TZVPD.

Output
Kohn-Sham gap   8.69 eV
M   108.14 g mol⁻¹
Total charge   0
SMILES   CC/N=C\N.O.O
E_HOMO   -8.316 eV
Lowest unoccupied orbital energy   0.374 eV

Last column: Löwdin charge in e.
Atoms and positions in Å:
C1 0.613 3.441 -1.971  -0.11
C2 -0.248 2.280 -1.522  -0.28
N1 0.288 1.707 -0.199  -0.02
C3 -0.640 1.076 0.450  -0.35
N2 -1.200 -0.103 0.087  0.11
H1 -0.006 4.290 -2.265  0.06
H2 1.247 3.690 -1.117  0.07
H3 1.249 3.260 -2.844  0.07
H4 -1.236 2.696 -1.314  0.10
H5 -0.238 1.401 -2.185  0.09
H6 -0.827 1.325 1.516  0.12
H7 -0.994 -0.311 -0.888  0.10
H8 -2.152 -0.311 0.363  0.10
O1 -1.224 -6.420 1.138  -0.05
H9 -1.474 -5.502 1.095  0.02
H10 -1.876 -6.700 1.789  0.03
O2 2.382 -0.375 1.679  -0.07
H11 2.522 -1.010 0.971  0.03
H12 1.630 0.093 1.288  -0.01

Version ii
A cluster of 2 separate species, C3H12N2O2 in total, computed with ωB97M-V/def2-TZVPD.

Output
Kohn-Sham gap   9.44 eV
M   108.14 g mol⁻¹
Total charge   0
SMILES   NCNCCO.O
E_HOMO   -8.833 eV
Lowest unoccupied orbital energy   0.611 eV

Last column: Löwdin charge in e.
Atoms and positions in Å:
N1 -2.114 -0.078 1.589  0.00
C1 -1.228 -1.241 1.563  -0.32
N2 0.099 -1.038 1.030  -0.08
C2 0.357 -0.305 -0.198  -0.24
C3 1.827 -0.042 -0.460  -0.26
O1 2.420 0.447 0.730  -0.08
H1 -1.625 0.760 1.269  0.06
H2 -2.781 -0.137 0.820  0.06
H3 -1.796 -2.106 1.214  0.11
H4 -1.094 -1.464 2.632  0.10
H5 0.632 -1.872 1.238  0.12
H6 -0.284 0.580 -0.178  0.10
H7 -0.053 -0.757 -1.129  0.12
H8 1.894 0.583 -1.366  0.11
H9 2.403 -0.974 -0.746  0.12
H10 1.793 0.142 1.405  0.06
O2 -0.003 2.108 -3.123  -0.06
H11 -0.859 2.449 -3.401  0.03
H12 0.411 2.946 -2.888  0.04

Version iii
A cluster of 2 separate species, C3H12N2O2 in total, computed with ωB97M-V/def2-TZVPD.

Output
Kohn-Sham gap   9.91 eV
M   108.14 g mol⁻¹
Total charge   0
SMILES   NC[C@@H](N)CO.O
E_HOMO   -9.342 eV
Lowest unoccupied orbital energy   0.569 eV

Last column: Löwdin charge in e.
Atoms and positions in Å:
N1 -1.941 1.913 0.926  -0.01
C1 -1.303 0.610 1.163  -0.25
C2 -0.365 0.255 -0.001  -0.43
N2 0.482 -0.851 0.380  0.05
C3 -1.131 -0.047 -1.246  -0.21
O1 -0.260 0.035 -2.407  -0.08
H1 -1.246 2.631 1.140  0.07
H2 -2.653 2.028 1.636  0.06
H3 -2.066 -0.166 1.199  0.12
H4 -0.736 0.669 2.101  0.11
H5 0.224 1.160 -0.175  0.14
H6 0.883 -1.270 -0.449  0.06
H7 1.233 -0.593 1.004  0.07
H8 -1.577 -1.040 -1.285  0.13
H9 -1.905 0.673 -1.475  0.12
H10 0.013 -0.842 -2.688  0.07
O2 4.068 -2.103 0.173  -0.06
H11 4.649 -1.426 0.554  0.04
H12 3.632 -1.637 -0.549  0.02

Which of them is the least stable? Correct choice: version i.